# 1
A structure of composition C20H45N2OP3PmS at a distorted geometry, computed with the ωB97M-V functional and the def2-TZVPD basis.

Geometry as XYZ:
```
73
Properties=species:S:1:pos:R:3:mulliken_spin:R:1
Pm 0.261 -0.419 -0.112 4.0543
P 0.317 1.707 1.746 -0.0131
P 0.746 -2.204 2.038 -0.0074
P 0.030 1.377 -2.281 -0.0079
H -1.965 -2.567 -0.161 0.0005
C -1.560 -2.120 -1.079 0.0001
C -0.349 -2.496 -1.602 0.0000
H 0.248 -3.323 -1.196 0.0003
C -1.402 1.962 2.355 -0.0001
C 1.179 1.611 3.356 -0.0015
C 0.738 3.419 1.208 -0.0001
C 0.729 -3.963 1.557 0.0002
C 2.255 -2.145 3.066 0.0013
C -0.611 -2.139 3.275 -0.0018
C -0.242 0.521 -3.864 0.0002
C 1.204 2.709 -2.701 0.0000
C -1.574 2.245 -2.107 -0.0022
H -2.248 -1.459 -1.623 -0.0011
H 0.058 -2.084 -2.542 -0.0014
H -1.442 2.776 3.092 0.0002
H -1.830 1.046 2.792 -0.0005
H -1.954 2.256 1.457 -0.0001
H 0.976 2.526 3.931 -0.0002
H 2.258 1.527 3.165 0.0002
H 0.825 0.738 3.924 0.0004
H 0.633 4.115 2.054 -0.0004
H 0.086 3.753 0.385 0.0004
H 1.785 3.423 0.869 0.0001
H 0.468 -4.587 2.416 0.0000
H 1.715 -4.257 1.182 0.0000
H -0.003 -4.127 0.762 -0.0003
H 2.170 -2.815 3.931 0.0001
H 2.441 -1.124 3.420 0.0000
H 3.115 -2.458 2.463 0.0004
H -0.467 -2.914 4.041 -0.0002
H -1.567 -2.316 2.763 -0.0001
H -0.653 -1.150 3.751 0.0003
H -0.761 1.179 -4.565 0.0000
H -0.838 -0.382 -3.701 -0.0002
H 0.722 0.215 -4.275 0.0002
H 0.817 3.338 -3.513 -0.0005
H 2.149 2.242 -3.007 0.0003
H 1.406 3.323 -1.813 0.0001
H -1.765 2.881 -2.981 -0.0002
H -1.626 2.849 -1.190 -0.0003
H -2.368 1.488 -2.027 0.0005
C -4.721 2.770 -0.359 0.0001
C -5.822 3.076 0.464 0.0000
C -7.092 2.779 -0.022 0.0000
C -7.251 2.176 -1.281 0.0000
C -6.150 2.029 -2.131 0.0000
C -4.885 2.441 -1.703 0.0000
O -3.465 2.665 0.198 0.0000
H -3.587 2.642 1.186 0.0000
H -5.631 3.482 1.463 0.0000
H -7.959 3.018 0.596 0.0000
H -8.241 1.839 -1.597 0.0000
H -6.280 1.602 -3.127 0.0000
H -4.043 2.465 -2.381 0.0001
C 4.743 -4.269 -0.803 0.0000
N 4.069 -3.108 -1.383 -0.0006
C 4.082 -1.881 -0.824 -0.0007
S 2.791 -0.763 -1.087 -0.0172
N 5.169 -1.505 -0.110 -0.0021
C 6.526 -1.932 -0.475 0.0001
H 5.182 -4.039 0.170 0.0000
H 5.525 -4.640 -1.473 0.0000
H 3.998 -5.053 -0.663 0.0000
H 3.206 -3.307 -1.890 0.0001
H 5.101 -0.553 0.254 0.0002
H 7.080 -1.097 -0.912 0.0000
H 7.047 -2.260 0.426 -0.0001
H 6.505 -2.751 -1.189 0.0000
```

Output
<S²> ... 6.008
Largest force on an atom ... 0.051 Eh/bohr
Energy relative to the best compared isomer or geometry (same formula, charge and spin) ... 19.7 kcal/mol
2S+1 ... 5
Net charge ... +3

---

# 2
A cluster of 8 separate species, C20H46Cl8N3O7P in total at a distorted geometry, computed with the ωB97M-V functional and the def2-TZVPD basis.

Geometry as XYZ:
```
85
Properties=species:S:1:pos:R:3:mulliken_charge:R:1
C 4.923 19.606 12.749 -0.7090
O 5.196 20.973 12.577 -0.2279
P 6.695 21.556 12.378 0.9992
O 7.683 21.210 13.454 -0.6954
O 7.170 21.113 10.923 -0.3079
C 6.591 21.662 9.812 -0.6814
O 6.372 23.106 12.205 -0.2656
C 5.653 23.888 13.059 -0.6633
H 4.907 19.014 11.834 0.2711
H 4.021 19.405 13.327 0.2345
H 5.829 19.252 13.241 0.3391
H 6.343 20.892 9.081 0.3016
H 7.173 22.462 9.355 0.2798
H 5.603 22.086 9.994 0.3023
H 6.331 24.630 13.482 0.2378
H 5.018 23.330 13.747 0.3172
H 4.913 24.399 12.443 0.2679
C 1.797 22.266 0.136 -0.8441
N 3.148 22.863 0.221 -0.1959
C 3.810 22.954 1.359 0.6902
C 5.070 23.752 1.298 -0.8559
O 3.392 22.427 2.402 -0.6838
H 1.008 23.004 -0.010 0.3014
H 1.521 21.624 0.972 0.3098
H 1.676 21.653 -0.757 0.3051
H 3.492 23.432 -0.539 0.1939
H 5.104 24.212 0.310 0.2808
H 5.860 23.021 1.469 0.2310
H 5.074 24.409 2.168 0.2675
C -5.175 22.857 14.036 -0.8170
N -4.020 22.169 14.432 -0.1962
C -3.541 22.186 15.678 0.7115
C -2.263 21.441 15.930 -1.0519
O -4.009 22.855 16.586 -0.6474
H -6.004 22.158 13.923 0.2599
H -4.812 23.036 13.024 0.3151
H -5.334 23.743 14.652 0.2948
H -3.605 21.508 13.790 0.2296
H -2.375 20.448 15.496 0.3470
H -2.226 21.271 17.006 0.2843
H -1.444 21.919 15.393 0.2706
C -0.065 17.186 7.562 -0.8536
N 0.122 18.624 7.587 -0.1798
C -0.272 19.455 8.498 0.6735
C -0.009 20.950 8.228 -0.8793
O -0.934 19.241 9.540 -0.6806
H -0.264 16.681 8.507 0.3145
H 0.784 16.673 7.110 0.3144
H -0.940 16.883 6.987 0.2966
H 0.543 19.024 6.761 0.2101
H -0.889 21.467 8.612 0.2638
H 0.189 21.142 7.173 0.3117
H 0.822 21.290 8.846 0.2092
Cl -9.255 24.752 5.508 -0.1702
C -8.066 25.929 6.033 -0.4094
C -6.657 25.750 5.265 -0.4493
Cl -5.875 24.089 5.516 -0.1883
H -7.926 25.821 7.108 0.3007
H -8.521 26.894 5.807 0.2955
H -5.952 26.465 5.687 0.2972
H -6.751 25.891 4.188 0.3237
Cl -1.565 9.708 10.199 -0.1882
C -2.959 9.359 11.256 -0.4346
C -4.257 10.049 10.722 -0.4103
Cl -4.298 11.850 10.787 -0.1730
H -2.601 9.782 12.194 0.2859
H -3.035 8.279 11.378 0.3080
H -5.084 9.624 11.290 0.2922
H -4.535 9.776 9.704 0.3199
Cl 3.017 15.227 -1.246 -0.1758
C 3.801 15.451 0.330 -0.4104
C 3.820 14.115 1.104 -0.4098
Cl 2.151 13.574 1.368 -0.1778
H 3.261 16.237 0.857 0.3120
H 4.794 15.770 0.011 0.2754
H 4.222 14.165 2.116 0.2947
H 4.278 13.346 0.483 0.2915
Cl -5.346 14.289 3.313 -0.1946
C -5.784 15.874 2.670 -0.3782
C -4.792 16.266 1.489 -0.4354
Cl -5.475 17.619 0.487 -0.2024
H -5.804 16.539 3.533 0.3028
H -6.798 15.818 2.274 0.2887
H -4.517 15.456 0.814 0.3338
H -3.901 16.645 1.988 0.2852
```

Output
Electronic energy ... -149758.7911 eV
Largest force on an atom ... 0.107 Eh/bohr
SMILES ... COP(=O)(OC)OC.CNC(C)=O.CNC(C)=O.CNC(C)=O.ClCCCl.ClCCCl.ClCCCl.ClCCCl
Net charge ... 0

---

# 3
A structure of composition C20H46INbO4PS at a distorted geometry, computed with the ωB97M-V functional and the def2-TZVPD basis.

Geometry as XYZ:
```
74
Properties=species:S:1:pos:R:3:mulliken_charge:R:1
C -3.507 -0.991 -1.650 -1.1732
C -2.382 -0.247 -0.787 1.1067
C -1.023 -0.504 -1.518 -0.8378
C 0.278 0.208 -1.048 -0.1687
Nb 0.463 2.404 -0.552 -1.5298
I 2.869 2.000 0.931 -0.2790
C -0.873 2.238 1.302 -0.6045
C -0.406 1.362 2.501 -0.2451
C -1.294 0.064 2.791 -0.9071
C -0.375 -1.196 2.664 0.4614
C -1.080 -2.512 2.210 -0.4859
C -0.019 -3.687 2.118 -0.9960
C 1.136 -3.424 1.082 0.2797
C 2.584 -3.310 1.696 -1.2350
C 2.705 -2.356 2.924 0.6833
C 4.167 -2.249 3.494 -0.8017
O 4.226 -2.447 4.903 -0.4426
C 3.547 -1.411 5.604 -0.6154
C -1.383 3.107 -1.706 -1.3514
C -1.645 2.554 -3.133 -0.0890
C -3.215 2.520 -3.377 -0.9118
S -3.628 1.544 -4.861 1.0801
O -2.987 0.202 -4.828 -0.5649
O -3.206 2.261 -6.083 -0.6497
O -5.284 1.447 -4.915 -0.4999
P 2.047 2.932 -2.528 0.2721
C 3.579 1.807 -2.348 -1.0444
C 1.409 2.418 -4.203 -1.0486
H -3.088 -1.826 -2.240 0.3079
H -4.307 -1.353 -0.966 0.4866
H -3.977 -0.220 -2.301 -0.0643
H -2.729 0.797 -0.731 -0.0866
H -2.371 -0.800 0.171 -0.4996
H -0.842 -1.604 -1.325 0.3920
H -1.233 -0.515 -2.617 0.4251
H 0.631 -0.339 -0.127 0.1896
H 1.084 -0.016 -1.802 0.3501
H 0.669 4.156 -0.090 0.0757
H -1.895 1.885 1.004 0.1853
H -1.061 3.275 1.684 0.4846
H 0.638 1.005 2.535 -0.0937
H -0.536 1.969 3.436 0.3623
H -1.642 0.095 3.854 0.3651
H -2.213 0.044 2.175 0.5125
H 0.121 -1.398 3.642 0.4607
H 0.416 -0.981 1.911 -0.6781
H -1.773 -2.822 3.033 0.3357
H -1.642 -2.436 1.258 0.0723
H -0.584 -4.571 1.730 0.3254
H 0.378 -3.974 3.112 0.4740
H 0.942 -2.484 0.511 -0.3139
H 1.188 -4.235 0.320 0.4514
H 3.223 -2.863 0.893 0.3896
H 3.009 -4.321 1.890 0.3168
H 2.442 -1.336 2.561 -0.1775
H 1.973 -2.639 3.706 0.1674
H 4.808 -3.029 3.023 0.3728
H 4.633 -1.273 3.208 0.3480
H 2.664 -1.850 6.119 0.2372
H 3.261 -0.559 4.951 0.2638
H 4.204 -0.983 6.400 0.2472
H -2.260 3.032 -1.013 0.5567
H -1.259 4.216 -1.824 0.6048
H -1.300 3.325 -3.862 0.7016
H -1.139 1.628 -3.451 -0.0937
H -3.790 2.253 -2.468 0.4776
H -3.491 3.577 -3.608 0.4618
H -5.532 0.638 -4.443 0.3735
H 3.323 0.799 -1.959 0.2356
H 3.961 1.632 -3.391 0.3359
H 4.402 2.306 -1.809 0.3097
H 0.899 1.435 -4.277 0.2640
H 0.802 3.260 -4.610 0.2740
H 2.290 2.363 -4.895 0.4112
```

Output
Electronic energy ... -59446.4968 eV
Largest force on an atom ... 0.082 Eh/bohr
Net charge ... -1

---

# 4
A structure of composition C20H46LaP4S at a distorted geometry, computed with the ωB97M-V functional and the def2-TZVPD basis.

Geometry as XYZ:
```
72
Properties=species:S:1:pos:R:3:mulliken_charge:R:1
La 0.240 -1.170 -0.785 1.4422
P -0.629 1.574 1.290 0.7887
P -2.722 -0.736 -0.733 0.7793
P 2.557 0.955 -0.315 0.6347
H 0.065 -2.377 -8.088 0.3417
C 1.105 -2.505 -7.696 -0.4476
C 1.421 -3.672 -7.094 -0.6166
H 0.601 -4.420 -6.963 0.3101
C -1.090 3.077 0.323 -1.1903
C -2.107 1.503 2.385 -1.3305
C 0.476 2.385 2.523 -1.3757
C -2.705 -2.203 -1.877 -1.5792
C -4.062 -1.165 0.446 -1.3253
C -3.571 0.522 -1.785 -1.4086
C 3.847 0.341 -1.495 -1.1444
C 3.696 1.236 1.119 -1.3883
C 2.491 2.731 -0.859 -1.3597
H 1.826 -1.830 -8.173 0.3389
H 2.442 -4.078 -7.048 0.3194
H -1.352 3.895 1.003 0.4101
H -1.956 2.850 -0.308 0.2825
H -0.250 3.393 -0.304 0.2883
H -2.203 2.450 2.934 0.4939
H -1.990 0.693 3.114 0.2920
H -3.020 1.348 1.803 0.3996
H -0.067 3.192 3.031 0.5399
H 1.365 2.816 2.051 0.3186
H 0.781 1.652 3.280 0.3032
H -3.753 -2.484 -2.054 0.4818
H -2.188 -3.054 -1.401 0.4657
H -2.220 -1.975 -2.841 0.4453
H -5.021 -0.723 0.143 0.4338
H -3.789 -0.783 1.438 0.2844
H -4.174 -2.255 0.508 0.4638
H -4.446 0.074 -2.284 0.4551
H -2.858 0.896 -2.536 0.3680
H -3.896 1.360 -1.147 0.4101
H 4.707 1.027 -1.506 0.4526
H 3.422 0.258 -2.506 0.2489
H 4.172 -0.656 -1.169 0.3799
H 4.533 1.887 0.808 0.4618
H 4.105 0.271 1.451 0.4417
H 3.164 1.711 1.952 0.3514
H 3.496 3.060 -1.176 0.4730
H 2.149 3.375 -0.036 0.4192
H 1.796 2.821 -1.705 0.3430
C 1.113 -1.850 -3.990 0.2850
C 0.925 -0.396 -4.076 1.0125
C 0.227 0.018 -5.345 -0.9849
C -0.395 -0.916 -6.145 -0.5471
C -0.481 -2.306 -5.737 -0.5951
C 0.287 -2.767 -4.659 -0.5761
S 2.207 -2.368 -2.800 -0.1634
H 0.457 -0.114 -2.900 -0.4984
H 1.712 0.276 -3.891 0.1652
H 0.187 1.059 -5.654 0.5422
H -0.741 -0.704 -7.187 0.5311
H -1.027 -3.060 -6.329 0.5950
H 0.404 -3.855 -4.407 0.4228
C -0.175 -3.859 2.477 -1.2893
P 0.342 -2.132 2.119 0.5780
C -0.297 -1.483 3.715 -1.3075
C 2.145 -2.390 2.346 -1.1788
H -1.268 -3.899 2.559 0.4030
H 0.283 -4.143 3.437 0.4499
H 0.169 -4.531 1.682 0.4135
H 0.058 -2.122 4.536 0.5011
H 0.001 -0.447 3.895 0.2874
H -1.396 -1.544 3.693 0.3820
H 2.310 -3.017 3.233 0.4158
H 2.549 -2.928 1.474 0.4367
H 2.680 -1.442 2.456 0.2230
```

Output
Largest force on an atom ... 0.063 Eh/bohr
Energy relative to the best compared isomer or geometry (same formula, charge and spin) ... 0.0 kcal/mol
Net charge ... +3

---

# 5
A cluster of 8 separate species, C20H46N2O6 in total at a distorted geometry, computed with the ωB97M-V functional and the def2-TZVPD basis.

Geometry as XYZ:
```
74
Properties=species:S:1:pos:R:3:mulliken_charge:R:1
C -2.915 1.394 5.151 -0.6400
C -2.246 0.162 5.021 -0.6267
C -1.512 0.162 3.855 -0.2762
N -1.868 1.301 3.185 0.2287
C -2.672 2.081 3.987 -0.4533
H -3.618 1.613 5.933 0.3952
H -2.195 -0.628 5.729 0.4398
H -0.800 -0.580 3.432 0.3274
H -1.382 1.659 2.409 0.1886
H -2.811 3.127 3.672 0.3274
C -3.044 -5.489 -0.747 -0.3561
C -3.192 -4.675 0.400 -0.3996
C -4.222 -3.796 0.151 -0.5955
N -4.719 -4.100 -1.093 -0.0046
C -4.042 -5.164 -1.632 -0.5606
H -2.353 -6.289 -0.934 0.4993
H -2.596 -4.655 1.320 0.3966
H -4.733 -3.095 0.802 0.4508
H -5.567 -3.698 -1.399 0.1900
H -4.247 -5.536 -2.629 0.3926
C -0.593 -3.412 -3.155 -0.6589
C 0.278 -3.923 -2.040 0.0089
O 1.659 -3.700 -2.329 -0.5569
H -1.615 -3.686 -2.848 0.0985
H -0.364 -3.839 -4.089 0.4452
H -0.589 -2.340 -3.191 0.0575
H 0.085 -4.983 -1.801 0.2596
H 0.090 -3.291 -1.185 0.0692
H 1.913 -4.258 -3.044 0.2708
C 3.550 0.375 3.879 -1.4114
C 2.285 0.749 3.142 0.2795
O 1.972 -0.327 2.254 -0.5126
H 3.661 1.095 4.698 0.3823
H 4.499 0.364 3.353 0.3268
H 3.532 -0.612 4.393 0.3120
H 2.495 1.643 2.625 0.1075
H 1.413 0.935 3.823 0.2127
H 1.167 -0.090 1.794 0.1996
C 0.936 1.824 -4.010 -0.9744
C 1.885 2.244 -2.884 0.2856
O 1.232 2.401 -1.637 -0.3225
H 1.539 1.785 -4.923 0.3954
H 0.072 2.506 -4.111 0.3230
H 0.533 0.813 -3.784 0.0012
H 2.449 3.183 -3.064 0.4532
H 2.603 1.441 -2.795 -0.3242
H 1.233 3.361 -1.433 0.1312
C -0.587 5.729 -0.522 -0.9317
C 0.809 6.149 -0.338 -0.2617
O 1.636 4.971 -0.220 -0.4979
H -1.248 6.574 -0.696 0.3679
H -0.923 5.118 0.295 0.2626
H -0.604 5.084 -1.355 0.2468
H 0.961 6.866 0.541 0.2795
H 1.190 6.664 -1.250 0.2542
H 1.401 4.632 0.665 0.2667
C 4.237 -0.460 -1.540 -1.1780
C 2.817 -0.352 -0.844 -0.1396
O 1.775 -0.896 -1.755 -0.2537
H 4.334 -1.539 -1.772 0.3180
H 5.101 -0.279 -0.824 0.3267
H 4.262 0.134 -2.467 0.2653
H 2.637 0.728 -0.717 0.0973
H 2.823 -0.874 0.107 0.4643
H 2.037 -1.838 -1.817 0.1276
C -1.869 -0.605 0.431 -1.2533
C -0.842 0.083 -0.384 0.4928
O -0.049 0.905 0.466 -0.0736
H -2.674 -0.989 -0.246 0.3023
H -2.275 0.105 1.128 0.3631
H -1.463 -1.399 1.058 0.2548
H -1.140 0.761 -1.195 0.3558
H -0.134 -0.667 -0.876 -0.2818
H 0.601 1.344 -0.124 0.0429
```

Output
Electronic energy ... -36748.7147 eV
Largest force on an atom ... 0.054 Eh/bohr
SMILES ... c1cc[nH]c1.c1cc[nH]c1.CCO.CCO.CCO.CCO.CCO.CCO
Net charge ... 0

---

# 6
A structure of composition C20H46O2P4Y at a distorted geometry, computed with the ωB97M-V functional and the def2-TZVPD basis.

Geometry as XYZ:
```
73
Properties=species:S:1:pos:R:3:mulliken_charge:R:1
Y -0.611 1.015 -0.116 0.6251
P 1.606 -0.651 1.518 0.9394
P 1.650 2.659 -0.346 0.9460
P -1.143 -2.518 0.331 1.2262
H -0.318 2.676 -2.588 0.2698
C -1.115 2.333 -1.912 -0.3468
C -1.417 2.984 -0.706 -0.4142
H -0.838 3.836 -0.303 0.3840
C 2.988 -1.470 0.603 -1.5517
C 2.575 0.348 2.729 -1.5829
C 1.178 -2.055 2.644 -1.2140
C 2.004 4.094 -1.417 -1.4218
C 1.825 3.472 1.291 -1.0536
C 3.188 1.711 -0.642 -1.1802
C -2.470 -2.785 -0.901 -1.4078
C -1.720 -3.745 1.598 -1.4000
C 0.179 -3.550 -0.434 -1.3561
H -1.873 1.707 -2.411 0.4947
H -2.407 2.845 -0.232 0.2978
H 3.864 -1.514 1.265 0.4808
H 3.266 -0.916 -0.301 0.2521
H 2.707 -2.488 0.308 0.5087
H 3.073 -0.340 3.427 0.5727
H 1.893 0.989 3.305 0.3275
H 3.334 0.969 2.240 0.4346
H 1.548 -3.002 2.233 0.5119
H 0.089 -2.121 2.774 -0.0814
H 1.647 -1.889 3.622 0.5928
H 3.038 4.389 -1.176 0.5523
H 1.284 4.899 -1.213 0.3986
H 1.935 3.816 -2.478 0.4415
H 2.676 4.162 1.226 0.4303
H 1.981 2.759 2.109 0.1821
H 0.912 4.045 1.511 0.3453
H 3.901 2.401 -1.112 0.5541
H 2.970 0.911 -1.363 0.0317
H 3.618 1.270 0.266 0.4001
H -3.234 -3.465 -0.504 0.4653
H -2.047 -3.205 -1.818 0.4192
H -2.930 -1.817 -1.134 0.2121
H -2.467 -4.414 1.153 0.4927
H -2.190 -3.236 2.451 0.3042
H -0.891 -4.359 1.973 0.3949
H -0.300 -4.407 -0.920 0.5791
H 0.864 -3.922 0.334 0.4320
H 0.741 -2.972 -1.182 -0.0097
C 0.178 -0.985 -3.584 0.5849
C 1.189 -1.290 -4.507 -0.3285
C 0.836 -1.747 -5.776 -0.6285
C -0.519 -1.886 -6.100 -0.6045
C -1.511 -1.549 -5.180 -0.9204
C -1.183 -1.071 -3.896 0.0678
O 0.637 -0.779 -2.285 0.0122
H 1.286 -1.498 -2.171 -0.0204
H 2.220 -1.171 -4.180 0.4423
H 1.601 -2.024 -6.501 0.4154
H -0.787 -2.258 -7.091 0.4152
H -2.557 -1.700 -5.459 0.4108
H -1.965 -0.810 -3.176 0.3154
C -3.957 1.982 2.634 -1.1635
P -2.341 1.242 2.803 0.9139
C -1.129 2.466 3.322 -0.6899
C -2.270 -0.193 3.843 -0.8799
O -2.027 0.731 1.366 -0.6690
H -4.284 2.391 3.601 0.4476
H -4.664 1.218 2.282 0.3795
H -3.933 2.777 1.870 0.3199
H -1.301 2.797 4.358 0.5346
H -0.108 2.048 3.284 -0.0103
H -1.196 3.359 2.681 0.2800
H -2.980 -0.931 3.454 0.2895
H -1.258 -0.622 3.828 0.1115
H -2.539 0.052 4.878 0.4950
```

Output
Largest force on an atom ... 0.176 Eh/bohr
Energy relative to the best compared isomer or geometry (same formula, charge and spin) ... 8.5 kcal/mol
Net charge ... +3